# H20O10

10 unconnected molecules or ions with the total composition H20O10 (wB97M-V/def2-TZVPD, OMol25).

Results
ΔE to the lowest compared entry with this formula, charge and spin = 128.4 kJ/mol
Orbital gap (alpha / beta) = 10.28 / 2.89 eV
HOMO (alpha / beta) = -13.8 / -13.8 eV
Largest force on an atom = 0.027 Eh/bohr
Expectation value of S² = 0.76
Multiplicity = 2
Charge = +1

Atoms and positions in Å:
O 4.284954 -1.782985 -0.076624
H 3.474534 -1.463085 0.319756
H 4.033784 -2.597335 -0.512474
O -2.766266 0.275165 -0.898094
H -3.651936 0.622055 -1.005284
H -2.628566 -0.273965 -1.669934
O -0.020596 -2.493655 1.246996
H -0.233826 -2.032145 2.058026
H -0.870466 -2.707595 0.862056
O 2.788054 -0.401545 1.503026
H 2.195514 0.190905 1.965766
H 3.639634 -0.260775 1.916826
O -2.646386 -2.464485 0.441636
H -3.166946 -2.937905 1.090586
H -3.261826 -2.272355 -0.265864
O 0.452094 2.345885 1.344906
H 0.722434 1.791385 2.076796
H 0.000674 1.750445 0.746656
O 0.191204 -0.103605 -0.316184
H 0.715214 -0.825715 0.030526
H -0.694616 -0.460175 -0.382584
O -1.006916 1.416665 -3.360254
H -0.331076 1.357395 -4.035504
H -0.964106 0.576585 -2.903474
O 2.366894 2.271005 -1.139624
H 3.273324 2.135635 -0.863404
H 1.885104 1.543005 -0.747004
O -2.747136 2.551735 0.638816
H -2.433146 2.610935 1.541116
H -2.599616 1.638525 0.392806

Force components x, y, z for each atom (eV/Å):
0.3 0.0 -0.3
-0.2 -0.1 0.0
0.1 -0.3 -0.1
0.2 -0.3 0.2
-0.4 0.2 -0.2
0.0 0.0 -0.3
0.8 0.2 0.0
0.0 0.0 0.3
-0.5 -0.1 -0.2
-0.6 0.6 0.1
-0.1 -0.1 0.2
0.5 -0.1 0.2
0.1 0.0 0.0
-0.2 -0.2 0.2
-0.1 0.1 -0.2
0.4 1.0 -0.3
0.1 -0.2 0.6
-0.5 -0.8 -0.9
0.3 1.1 -0.2
0.1 -0.7 0.4
-0.4 -0.1 0.1
-0.2 0.1 0.2
0.2 0.0 -0.3
0.2 -0.1 0.1
-0.6 0.8 -0.1
1.1 0.0 0.2
-0.9 -1.1 0.2
0.3 0.4 0.0
-0.1 0.3 0.5
0.1 -0.6 -0.4

***

# H20O30PbS5Zn2

A molecular structure, H20O30PbS5Zn2 (wB97M-V/def2-TZVPD, OMol25).

Results
Orbital gap = 2.10 eV
HOMO = 3.0 eV
Largest force on an atom = 0.156 Eh/bohr
Multiplicity = 1
Charge = -4

Atoms and positions in Å:
Zn -0.232172 3.209083 -0.386393
Zn 1.943529 -0.278830 -1.941713
Pb -2.947463 -2.627814 -0.081616
S -3.229303 4.503197 -1.227890
O -3.762479 5.028697 0.045739
O -2.002215 3.728082 -0.907379
O -4.128863 3.682762 -2.025938
O -2.834930 5.604245 -2.076934
S 3.683021 -2.751251 -0.876045
O 3.138918 -1.390917 -0.904008
O 2.746739 -3.723342 -1.474683
O 4.939271 -2.904525 -1.609318
O 3.969334 -3.036322 0.535853
S -0.440689 0.107699 0.383742
O -0.194943 -0.291600 1.751913
O -0.725487 1.518872 0.387196
O 0.716410 -0.119111 -0.460078
O -1.592522 -0.626572 -0.146695
S 0.726910 -2.515332 -3.941453
O -0.584840 -2.233564 -4.503444
O 1.009097 -1.711140 -2.747918
O 0.866389 -3.952739 -3.646197
O 1.702402 -2.115626 -4.930693
S 2.913122 2.525534 -0.516579
O 3.276138 3.715002 -1.319068
O 3.896103 2.400949 0.597548
O 1.576350 2.657339 0.012353
O 2.889514 1.355193 -1.443697
O -3.125775 1.822319 1.053794
H -2.193940 1.603902 1.039146
H -3.162615 2.735837 0.770312
O 0.913159 2.111324 2.570226
H 1.278625 2.330595 1.713148
H 0.320457 1.379623 2.398319
O -1.863214 -2.364435 2.174065
H -1.900959 -2.737913 3.054589
H -1.261000 -1.624593 2.252803
O -2.728614 1.007032 -1.910892
H -2.154689 0.977177 -2.676378
H -2.398112 0.316669 -1.336091
O -0.284220 -3.299999 -0.025047
H 0.065878 -2.658068 -0.642775
H 0.231441 -3.172770 0.771283
O 2.188884 -0.721117 3.224485
H 1.409960 -0.473882 2.726106
H 2.909620 -0.638246 2.600066
O -4.298785 -0.581005 1.088215
H -3.596191 0.068035 1.051575
H -4.435881 -0.733766 2.023148
O 0.798888 1.000387 -3.125136
H 0.188394 0.650414 -3.774016
H 0.733428 1.950426 -3.221940
O 1.720841 -3.196879 2.044521
H 2.508706 -3.263964 1.505071
H 1.803010 -2.351135 2.485195
O -0.629690 0.187578 4.736083
H 0.126174 -0.278831 5.092987
H -0.481119 0.197317 3.790534

Force components x, y, z for each atom (eV/Å):
-0.5 0.3 -0.7
1.6 -1.0 -0.4
3.1 1.7 0.6
-2.4 2.7 -1.6
-0.1 -1.1 0.3
3.6 -2.1 1.3
-0.5 -1.0 1.0
1.1 1.7 -0.7
0.8 -3.9 -2.0
-0.3 2.0 0.0
-0.4 0.6 1.2
1.1 1.1 -0.4
-0.4 -0.3 2.3
4.3 -0.7 -2.3
-0.6 -1.2 2.2
-1.3 1.2 0.3
-2.0 -0.2 2.0
-2.8 -2.0 -0.2
1.7 -3.4 -2.2
-2.7 0.9 0.3
-1.3 0.9 2.2
-0.9 0.5 0.3
1.6 0.9 -1.5
7.6 0.4 -2.4
-1.0 -0.2 0.3
-2.0 -0.5 -1.0
-5.1 1.3 1.8
0.4 1.0 0.7
-1.1 -0.8 1.2
0.3 0.5 -0.2
-0.3 0.5 -0.5
-0.3 0.5 1.3
0.5 0.0 -0.5
0.1 0.1 -0.1
-1.5 -1.1 0.1
-0.1 -0.3 0.1
1.2 1.3 -0.5
-0.6 0.0 -0.4
0.1 0.0 -0.3
0.3 0.0 0.0
-2.6 -0.2 -0.6
1.0 0.2 -1.1
1.1 -0.1 1.1
0.0 -0.3 0.9
-0.1 0.4 -0.5
0.4 0.2 -0.4
-0.5 -2.1 -0.4
0.4 1.7 -0.3
0.0 0.1 0.3
-0.7 0.8 -0.5
-0.1 -0.8 -0.3
0.5 0.4 0.1
-2.2 -0.7 0.8
1.7 0.0 -1.4
0.3 0.3 0.3
-0.6 -0.2 0.5
0.4 0.0 -0.1
0.1 0.1 -0.4

***

# H21O10

10 unconnected molecules or ions with the total composition H21O10 (wB97M-V/def2-TZVPD, OMol25).

Results
ΔE to the lowest compared entry with this formula, charge and spin = 396.1 kJ/mol
Orbital gap = 9.41 eV
HOMO = -13.2 eV
Largest force on an atom = 0.134 Eh/bohr
Multiplicity = 1
Charge = +1

Atoms and positions in Å:
O -0.297214 -0.184605 -0.182180
H -0.359639 0.946830 -0.129725
H -0.901256 -0.457726 0.651149
H 0.516278 -0.644596 -0.340566
O -2.052555 -1.559335 1.798170
H -2.708733 -1.818260 1.270381
H -1.798386 -2.142403 2.501296
O 2.050595 -1.204448 0.563964
H 2.110062 -0.884147 1.404033
H 2.985908 -0.916654 0.106722
O 1.055068 -1.119755 -2.634485
H 0.034679 -0.979040 -2.807208
H 1.175880 -2.152807 -2.927751
O 0.221622 2.586962 -0.341264
H 0.278949 2.715379 -1.359595
H -0.349685 3.290133 -0.055950
O 2.822590 2.395252 0.100066
H 2.823493 3.323921 0.135661
H 1.760568 2.584004 -0.104798
O -2.610328 1.603525 0.305401
H -2.607192 2.371009 -0.329519
H -2.304113 1.896665 1.129544
O 2.237469 -3.910411 0.425601
H 1.286645 -4.110004 0.639531
H 2.140934 -2.963111 0.358047
O -0.443399 0.739249 2.426270
H -1.093733 0.575139 3.060969
H -0.128281 1.577174 2.491789
O -1.655520 -0.548556 -2.639937
H -1.979655 0.310110 -2.667194
H -2.211051 -1.319499 -2.848420

Force components x, y, z for each atom (eV/Å):
-4.9 4.3 2.3
1.0 -3.6 -0.4
1.8 -0.1 -1.7
2.1 -0.7 0.1
4.6 3.2 2.3
-4.2 -2.2 -2.7
-0.3 -0.8 0.1
3.2 0.1 -5.6
0.3 1.4 3.9
-3.5 -1.0 1.6
-2.1 -3.6 -1.3
2.6 -0.2 0.4
-0.3 3.9 1.1
-0.4 -0.5 -3.1
-0.1 -0.4 2.2
-0.5 0.7 0.4
-4.6 -0.4 -0.9
2.1 2.5 0.5
3.5 -2.2 0.8
-0.4 0.2 -3.1
-0.3 -1.1 1.3
0.5 0.8 1.9
-2.0 -0.8 0.3
1.4 -0.4 -0.3
0.5 0.7 -0.1
0.1 -3.4 -2.3
-1.5 -0.2 1.7
1.5 3.8 0.8
1.8 -3.1 0.2
-1.8 1.7 -0.5
-0.4 1.3 -0.1

***

# H21O11

11 unconnected molecules or ions with the total composition H21O11 (wB97M-V/def2-TZVPD, OMol25).

Results
ΔE to the lowest compared entry with this formula, charge and spin = 387.7 kJ/mol
Orbital gap = 8.75 eV
HOMO = -6.1 eV
Largest force on an atom = 0.107 Eh/bohr
Multiplicity = 1
Charge = -1

Atoms and positions in Å:
O -0.293115 -3.776737 1.850258
H 0.220301 -4.554186 1.898775
H 0.082609 -3.064326 1.217656
O 0.162106 -2.100881 -0.100231
H 0.093764 -0.255899 0.926330
H -3.750689 0.544529 1.504800
O 2.931759 -1.615367 -0.449844
H -1.439310 -0.619526 0.360218
H 1.271952 -3.077558 -2.738468
O -3.188626 2.036825 -3.214658
H -3.420564 1.529400 -2.372802
H 1.383407 3.200678 2.833505
O 1.009663 2.594191 -3.490179
H -1.243229 1.505080 3.068000
H -2.369247 2.097082 -3.685691
O 1.254364 -2.243284 -2.332991
H 0.619354 -2.175767 -1.343775
H -2.142921 0.736635 1.735307
O -2.986256 1.215452 1.799372
H 2.217827 -2.249890 -0.537565
O -0.841602 -0.105996 0.834243
H 2.823218 -1.483982 -1.497124
H 2.913490 0.634635 -1.093988
O 2.140121 1.120660 -1.274953
H 1.461426 1.007159 -0.602829
H -0.662589 -2.322216 -0.434577
O -1.044996 1.570965 4.040664
H 0.325703 2.054242 -3.092045
H -0.543008 0.778757 4.290578
O 1.048387 2.555790 2.261447
H 1.708587 2.291180 -2.864790
H 0.258113 2.172354 2.505358

Force components x, y, z for each atom (eV/Å):
-1.0 1.9 0.1
1.1 -0.9 -0.3
-0.2 -1.2 0.2
2.6 -0.1 -0.4
-0.2 -1.6 -1.0
2.9 2.2 1.1
0.5 0.6 -3.5
0.2 -2.0 -1.4
-0.2 -1.7 -0.6
-2.9 0.0 1.3
2.0 0.9 -2.2
0.0 1.1 1.6
0.7 -0.4 0.8
-0.1 -0.3 1.8
0.9 -0.9 0.9
-0.8 2.0 1.0
1.2 -0.3 -0.5
-0.1 -0.5 -0.7
-3.1 -1.7 -0.8
-0.5 -0.5 1.1
-0.3 4.6 3.0
0.6 0.0 2.8
0.9 -1.3 0.9
-1.5 1.8 -1.1
0.5 -0.4 0.1
-2.8 -0.9 -0.6
0.1 -0.1 -1.0
-0.7 -0.1 -0.2
-0.3 0.2 -0.4
2.6 -0.4 -3.2
0.0 0.4 -0.5
-2.2 -0.6 1.5

***

# H21O11

11 unconnected molecules or ions with the total composition H21O11 (wB97M-V/def2-TZVPD, OMol25).

Results
ΔE to the lowest compared entry with this formula, charge and spin = 284.3 kJ/mol
Orbital gap = 9.56 eV
HOMO = -6.7 eV
Largest force on an atom = 0.093 Eh/bohr
Multiplicity = 1
Charge = -1

Atoms and positions in Å:
O -1.961532 2.245029 -2.668218
H -1.844135 1.296291 -2.735330
H -0.154333 2.328891 -1.046839
O 0.346462 1.794353 -0.475387
H 0.452892 -0.484669 -3.638464
H 3.221341 0.829691 -0.237729
O -4.754708 -1.274346 0.578538
H 1.296776 -0.281409 -2.399321
H 3.760079 0.099397 2.378238
O 1.974527 -1.456654 -0.563451
H 3.860739 -0.758160 1.212875
H 1.129267 -0.808683 1.448092
O -1.264936 0.991405 2.336323
H -2.357839 -1.818886 1.835217
H -2.034277 2.143992 -1.705803
O 4.161025 -0.710863 2.146021
H -0.863124 -1.351634 1.632395
H 3.864183 2.000768 0.555248
O 3.879251 1.504886 -0.298566
H -4.629362 -0.437533 1.153923
O 0.950886 0.169621 -3.134693
H -4.110599 -1.611256 -0.027744
H -1.346731 -1.119173 -0.953629
O -2.159539 -0.641107 -0.765162
H -1.667767 -0.033684 0.036854
H 0.100450 0.899351 -0.119562
O -1.506637 -2.065887 1.449116
H -1.602321 1.566802 1.593404
H 1.121015 -1.041854 -0.251420
O 0.532441 -0.135680 1.031426
H -0.394515 0.500275 1.893028
H 2.001010 -2.339263 -0.259379

Force components x, y, z for each atom (eV/Å):
-0.1 -0.5 1.1
0.3 -0.7 -1.2
-1.3 0.1 -1.2
1.6 -0.4 1.5
0.2 0.1 0.1
-1.1 -0.6 0.1
-2.2 1.4 2.4
0.9 -1.0 1.7
-0.7 1.5 0.9
0.0 1.4 -1.2
0.4 -0.4 0.5
-0.8 1.2 -0.3
0.1 0.2 -1.6
0.4 0.2 -0.1
-0.3 1.1 0.2
0.2 -1.2 -1.4
-0.5 -0.1 -0.2
-0.3 -0.7 -1.2
1.2 1.3 0.9
0.8 -2.4 -2.3
-1.0 0.8 -1.9
1.5 1.0 -0.1
0.0 -0.6 -0.3
2.2 3.2 2.7
-2.4 -2.4 -2.8
0.1 1.1 -0.6
0.1 -0.6 0.5
0.7 -0.8 1.3
0.7 -0.1 0.4
0.6 -1.9 1.0
-1.2 1.0 0.5
-0.1 -1.5 0.4

***

# H22HeO11

A molecular structure, H22HeO11 (wB97M-V/def2-TZVPD, OMol25).

Results
ΔE to the lowest compared entry with this formula, charge and spin = 8.9 kJ/mol
Orbital gap = 10.85 eV
HOMO = -10.6 eV
Largest force on an atom = 0.023 Eh/bohr
Multiplicity = 1

Atoms and positions in Å:
He -0.299176 0.154952 0.313715
O -2.736956 -1.505568 0.809075
H -3.018816 -0.921418 0.105105
H -2.020116 -2.012478 0.427745
O 2.831834 2.415282 -0.006155
H 3.621784 2.952002 0.058135
H 2.189414 2.983692 -0.430945
O 0.400434 3.984072 -1.068295
H -0.141856 4.374872 -0.383145
H -0.081556 3.202772 -1.339405
O -0.279466 -3.268338 0.448335
H 0.534484 -3.101088 0.923455
H -0.158806 -4.136548 0.063765
O 0.988404 -2.604358 3.452185
H 0.516574 -1.772838 3.499045
H 0.475524 -3.202278 3.995945
O 2.175224 -1.493798 -1.533185
H 3.117864 -1.418418 -1.384945
H 1.782614 -1.309748 -0.679825
O 2.093874 -0.105338 1.324275
H 2.200224 0.696022 0.811685
H 1.331514 0.063362 1.877975
O -3.595836 0.202702 -1.114785
H -4.214536 0.007862 -1.818685
H -3.046836 0.904192 -1.465155
O 0.374774 0.065432 -3.021795
H 0.307084 -0.405898 -3.852145
H 0.952604 -0.476568 -2.484595
O -0.327216 -0.107048 2.906895
H -0.996236 -0.528598 2.367505
H -0.799046 0.574762 3.385155
O -1.446876 1.982092 -1.679115
H -1.006116 1.251862 -2.113535
H -1.724776 2.554402 -2.394295

Force components x, y, z for each atom (eV/Å):
-0.1 0.0 -0.2
0.2 -0.2 0.8
-0.3 0.4 -0.4
0.4 -0.4 0.0
0.2 -0.3 0.1
0.2 0.0 0.1
-0.6 0.4 -0.2
0.7 0.5 0.0
-0.1 0.1 0.2
-0.4 -0.6 0.0
-0.3 0.1 -0.2
0.3 0.2 0.5
0.0 -0.2 -0.1
0.3 -0.4 -0.2
-0.2 0.6 0.0
-0.1 -0.2 0.1
-0.2 -0.2 -0.5
0.2 0.1 0.0
-0.1 0.1 0.7
0.3 -0.6 -0.3
0.3 0.6 -0.2
-0.4 0.0 0.4
-0.5 -0.1 -0.1
-0.3 -0.2 -0.1
0.6 0.5 0.1
-0.8 0.7 -0.3
-0.1 -0.1 -0.2
0.7 -0.4 0.4
0.3 0.0 0.3
-0.6 -0.3 -0.5
0.0 0.2 0.2
-0.5 0.3 0.3
0.7 -0.8 -0.4
-0.1 0.2 -0.3